Record 1
DFT (the ωB97M-V functional and the def2-TZVPD basis) results for a structure of composition C36H50BN6OPtS.

- Lowest unoccupied orbital energy (spin up / spin down): -0.4339 / -0.4339 hartree
- Total charge: +3
- HOMO-LUMO gap (spin up / spin down): 0.185 / 0.185 hartree

Geometry as XYZ:
```
96
Properties=species:S:1:pos:R:3:mulliken_charge:R:1
H -2.36 0.11 -2.22 0.461
C -2.94 3.13 1.09 0.071
H 3.49 -3.73 1.64 0.327
H -4.74 5.65 -1.17 0.468
H -3.09 -1.14 4.15 0.460
H -1.50 4.06 6.31 0.477
C 0.60 2.82 -1.77 2.309
H -1.47 2.53 -2.48 0.919
N 0.21 -1.44 1.13 0.742
C -2.43 4.43 0.98 -0.306
C 0.25 4.17 5.07 -0.605
C 0.52 4.17 -1.05 -1.546
H 0.82 4.74 5.80 0.447
C -1.79 -2.04 2.67 2.340
H 5.13 0.03 0.49 0.316
H -5.64 3.36 -0.93 0.494
C 0.70 -2.62 2.92 -1.201
B 2.33 -1.53 -0.22 -1.112
H 1.12 2.07 -3.76 0.366
C 4.92 0.37 -0.52 -1.451
C -4.23 4.93 -0.54 -0.555
H -3.63 -3.17 -3.26 0.492
C -1.19 2.76 3.22 0.700
H -4.50 1.74 0.56 0.490
C 2.99 2.02 -1.10 -1.636
H -2.45 -2.39 0.64 0.376
H -1.26 2.21 -0.78 0.134
H 3.07 -4.29 -1.58 0.318
H -1.44 -1.37 4.71 0.433
N 1.33 0.67 -0.67 0.398
C -0.34 -1.97 2.27 -0.409
H 1.48 4.68 -1.08 0.457
H 2.77 -4.41 -3.32 0.426
C 1.85 -2.47 2.16 0.385
C 3.50 0.81 -0.66 0.908
C -1.05 3.80 5.37 -0.757
H 3.96 -2.22 2.42 0.298
H 3.38 -2.08 -0.19 0.020
H 0.30 3.64 -3.74 0.496
C -0.47 -2.11 -2.53 -0.162
C 1.61 1.92 -1.12 -0.651
C 2.86 -3.72 -2.48 -1.463
H 3.70 -3.05 -2.67 0.310
C -4.73 3.65 -0.41 -0.835
H -0.22 4.80 -1.54 0.484
H -0.63 1.06 -2.07 -0.181
H 1.85 4.13 3.65 0.484
N 2.47 -0.01 -0.40 0.194
H 0.56 2.85 1.97 0.444
H -3.73 -0.92 -2.45 0.643
H -1.88 -4.20 2.35 0.405
N 1.43 -2.01 -1.38 0.806
H -1.56 4.73 1.55 0.491
Pt -0.41 -0.14 -0.22 0.549
H -1.51 -3.75 4.02 0.439
H 0.23 4.05 0.00 0.149
H -1.39 -0.42 -4.51 0.318
C -2.69 -0.93 -2.12 -2.118
C -1.90 -1.90 -2.98 2.382
H -2.73 -1.24 -1.07 0.134
N 0.17 -1.49 -1.50 0.027
C -1.89 -1.39 -4.43 -1.641
H -2.10 -4.00 -3.56 0.391
S -2.20 1.88 2.08 0.318
C -2.60 -3.27 -2.92 -1.681
H -2.80 2.76 4.66 0.497
H -1.80 -0.06 3.60 0.279
N 1.54 -1.75 1.08 0.492
H -3.74 -1.96 1.75 0.742
C 0.43 -3.02 -3.07 -1.158
C -4.09 2.74 0.41 -0.427
H -2.68 -0.69 1.18 -0.206
C 0.12 3.12 2.92 0.052
H -2.72 6.34 0.07 0.493
H 0.61 -3.19 3.83 0.567
C 1.60 -2.94 -2.33 0.535
H 2.00 3.52 -3.29 0.424
H 3.23 -3.52 3.37 0.413
H 5.14 -0.45 -1.21 0.308
C -0.77 2.12 -1.75 -1.279
C -2.04 -1.09 3.85 -1.522
H 5.58 1.20 -0.75 0.424
H -3.14 -3.55 3.40 0.458
H -1.38 -2.09 -5.09 0.380
H 0.25 -3.68 -3.90 0.627
C 0.84 3.83 3.86 -0.983
C -2.70 -1.74 1.49 -1.406
C -2.08 -3.48 3.14 -1.764
H -2.91 -1.28 -4.79 0.475
C 1.04 3.02 -3.23 -1.812
O -1.18 1.17 1.13 1.137
H 3.56 2.88 -1.43 0.643
C -1.79 3.07 4.44 -0.691
C -3.09 5.32 0.15 -0.770
C 3.21 -3.01 2.41 -1.470
H -2.61 -3.67 -1.90 0.354
```

---

Record 2
DFT (the ωB97M-V functional and the def2-TZVPD basis) results for the molecule C2H8N4 in a non-equilibrium geometry.

- Lowest unoccupied orbital energy (spin up / spin down): 0.0272 / 0.0272 hartree
- Total charge: 0
- HOMO-LUMO gap (spin up / spin down): 0.260 / 0.260 hartree

Geometry as XYZ:
```
14
Properties=species:S:1:pos:R:3:mulliken_charge:R:1
H -0.67 -1.51 2.03 0.242
H -0.51 2.29 -0.21 0.236
N 0.52 -0.46 -1.63 -0.531
H 0.76 0.04 -2.47 0.255
C 0.01 -1.42 1.19 -0.741
H 1.28 -1.08 -1.37 0.215
N -0.28 1.69 -1.00 -0.530
C 0.14 0.42 -0.60 0.572
H -1.03 1.68 -1.68 0.226
H 1.00 -1.80 1.45 0.269
H -0.80 1.47 1.51 0.055
N 0.24 0.05 0.64 0.455
N -0.24 0.64 1.77 -1.081
H -0.41 -2.01 0.37 0.360
```

---

Record 3
DFT (the ωB97M-V functional and the def2-TZVPD basis) results for a cluster of 2 separate species, C4H13NOS in total in a non-equilibrium geometry.

- Structure (SMILES): CN[C@@H](C)CS.O
- Lowest unoccupied orbital energy: 0.0336 hartree
- Total charge: 0
- HOMO-LUMO gap: 0.350 hartree

Geometry as XYZ:
```
20
Properties=species:S:1:pos:R:3:mulliken_charge:R:1
H -1.65 -2.03 -1.90 0.416
H -0.76 2.95 6.08 0.320
O -0.85 2.06 6.41 -0.642
H 1.11 0.39 1.00 0.233
H 0.16 -0.67 1.96 0.376
H -1.19 -1.22 0.20 0.242
H 1.11 1.86 -3.70 0.122
H 0.29 1.27 -1.39 0.457
H -0.97 -1.36 -3.32 0.429
H 0.69 -1.73 -1.42 0.183
C 0.05 -0.84 -1.43 0.558
N -0.42 -0.63 -0.06 -0.423
C 0.59 -0.58 0.96 -0.911
H 1.42 -1.31 0.82 0.290
S 1.12 0.53 -3.61 -0.237
H 1.76 0.38 -1.34 0.370
H -1.92 -0.33 -2.27 0.336
C -1.17 -1.12 -2.28 -1.581
C 0.81 0.43 -1.83 -0.859
H -0.19 1.96 7.11 0.321
```

---

Record 4
DFT (the ωB97M-V functional and the def2-TZVPD basis) results for the molecule C21H27N3O3.

- Structure (SMILES): COc1ccc(N[C@H]2CCCN(C(=O)CCc3ccncc3)C2)cc1OC
- Lowest unoccupied orbital energy: 0.0261 hartree
- Total charge: 0
- HOMO-LUMO gap: 0.296 hartree

Geometry as XYZ:
```
54
Properties=species:S:1:pos:R:3:mulliken_charge:R:1
O 4.02 1.15 0.10 -0.440
H -0.10 2.43 -1.16 0.454
H -4.07 1.73 -0.32 0.290
N 3.41 -2.29 0.54 -0.523
H 1.07 2.26 -3.16 0.313
C 2.07 0.72 1.50 -0.680
H 5.88 0.70 0.67 0.230
C 1.82 2.92 -2.73 -0.904
H 2.66 0.23 2.27 0.393
H 2.54 3.20 -3.49 0.247
H 2.57 -2.99 2.26 0.367
H -3.71 2.21 2.07 0.463
H -1.84 0.61 2.64 0.215
C 1.09 -2.80 0.71 -0.171
H -1.19 -1.03 0.86 -0.402
H 0.27 -3.16 1.32 0.388
C -0.92 -1.03 -1.63 0.378
C -4.47 1.04 0.42 -0.654
H -1.21 -2.89 -0.52 0.427
H 0.27 0.42 2.59 0.321
C 1.89 1.84 -0.61 0.607
C 2.69 1.21 0.37 0.757
O 2.55 2.28 -1.71 -0.462
H 1.33 3.83 -2.36 0.354
H -0.49 -3.10 -2.12 0.493
C 0.52 1.95 -0.42 0.012
H -5.52 1.28 0.57 0.410
N -2.94 -0.74 -0.26 0.155
H -1.91 1.93 0.03 0.249
H -4.81 -0.48 -1.09 0.516
C 1.98 -1.99 -1.34 -0.192
C 3.21 -1.94 -0.73 -0.414
C 0.70 0.82 1.69 -0.673
H -2.72 -1.44 1.67 0.442
C 4.87 0.61 1.08 -0.907
C -0.50 -2.46 -1.23 -1.380
C -3.71 1.17 1.74 -1.218
C -2.23 -0.73 0.99 0.018
O -3.11 -0.65 -2.50 -0.697
C -2.26 0.68 1.63 -0.282
C 2.37 -2.71 1.23 -0.613
H -4.22 0.58 2.51 0.434
C -4.34 -0.39 -0.11 -1.037
H -0.37 -0.30 -1.02 -0.251
C -2.41 -0.79 -1.51 0.119
C -0.09 1.44 0.74 -0.373
N -1.46 1.63 0.89 -0.081
C 0.87 -2.43 -0.62 0.728
H 4.81 1.16 2.02 0.370
H 1.87 -1.69 -2.37 0.445
H 4.09 -1.59 -1.26 0.356
H -0.66 -0.85 -2.67 0.700
H -4.81 -1.10 0.58 0.367
H 4.65 -0.45 1.25 0.336
```

---

Record 5
DFT (the ωB97M-V functional and the def2-TZVPD basis) results for the molecule C3H7N3 in a non-equilibrium geometry.

- Structure (SMILES): C/C=N\N=N\C
- Lowest unoccupied orbital energy: 0.0108 hartree
- Total charge: 0
- HOMO-LUMO gap: 0.350 hartree

Geometry as XYZ:
```
13
Properties=species:S:1:pos:R:3:mulliken_charge:R:1
C 1.28 0.39 0.69 0.374
C -2.04 0.02 -0.18 -0.656
N -0.25 1.49 -0.28 -0.253
H 2.54 -0.92 -0.38 0.326
H -1.74 -0.81 -0.83 0.260
C 1.47 -0.79 -0.21 -1.004
N -0.87 0.61 0.45 -0.143
H 1.87 0.35 1.61 0.347
H -2.72 -0.36 0.58 0.268
H 1.10 -1.70 0.27 0.260
N 0.93 1.63 0.27 -0.383
H -2.56 0.76 -0.80 0.296
H 0.98 -0.67 -1.18 0.308
```

---

Record 6
DFT (the ωB97M-V functional and the def2-TZVPD basis) results for a cluster of 2 separate species, C6H5NS in total in a non-equilibrium geometry.

- Lowest unoccupied orbital energy (spin up / spin down): -0.0334 / -0.0785 hartree
- Total charge: 0
- HOMO-LUMO gap (spin up / spin down): 0.310 / 0.249 hartree

Geometry as XYZ:
```
13
Properties=species:S:1:pos:R:3:mulliken_charge:R:1
C -2.93 -0.68 -0.28 -0.699
C 3.02 -0.76 -0.37 -0.562
H 2.15 -0.87 0.11 -0.042
N -3.33 2.77 0.80 -0.475
C -2.89 1.74 0.43 0.352
C -1.03 0.11 -0.48 -0.206
H 3.95 -0.63 -0.03 0.349
C -1.66 -1.22 -0.75 -0.125
H -1.36 -1.98 -1.47 0.476
S -0.42 -1.08 0.61 -0.127
H 2.93 -0.54 -1.36 0.277
H -3.90 -1.02 -0.50 0.418
C -2.41 0.59 -0.09 0.364
```